DFT (ωB97M-V/def2-TZVPD) results for a 2-piece molecular cluster, C5H12O overall.

Summary:
Gap between HOMO and LUMO in eV: 9.7
SMILES: CC=C(C)C.O
E_HOMO in eV: -8.807
Energy relative to the best compared isomer or geometry (same formula, charge and spin) in eV: 1.0638

The geometry in ORCA input format:
```
! RIJCOSX wB97M-V def2-TZVPD def2/J DEFGRID3
* xyz 0 1
C -0.74 -0.38 2.12
C 0.30 0.11 1.12
C 0.47 -0.47 -0.07
C 1.81 -0.40 -0.75
C -0.57 -1.31 -0.77
H -1.62 0.27 2.19
H -0.36 -0.50 3.13
H -1.15 -1.34 1.81
H 0.92 0.94 1.45
H 1.90 -1.03 -1.65
H 1.92 0.57 -1.29
H 2.69 -0.50 -0.13
H -0.33 -2.37 -0.68
H -1.58 -1.14 -0.40
H -0.56 -1.04 -1.83
O -0.90 2.02 -1.36
H -0.64 1.47 -0.62
H -1.32 2.73 -0.86
*
```

=====

DFT (ωB97M-V/def2-TZVPD) results for C5H11O3Ru as an isolated structure.

Summary:
Gap between HOMO and LUMO (alpha / beta) in eV: 8.0 / 7.3
<S²>: 12.016
E_HOMO (alpha / beta) in eV: -11.206 / -13.524
Energy relative to the best compared isomer or geometry (same formula, charge and spin) in eV: 1.1495

The geometry in ORCA input format:
```
! RIJCOSX wB97M-V def2-TZVPD def2/J DEFGRID3
* xyz 1 7
C 0.97 0.88 2.25
O 0.34 0.29 1.10
C -0.24 1.15 0.14
C 0.80 2.01 -0.56
O 1.80 1.13 -1.04
C 2.26 1.36 -2.37
H 1.16 0.07 2.98
H 1.64 1.74 2.11
H -1.01 1.79 0.58
H -0.71 0.47 -0.59
H 1.29 2.72 0.12
H 0.31 2.60 -1.34
H 1.42 1.24 -3.07
H 2.69 2.37 -2.42
H 3.04 0.63 -2.61
Ru 2.29 -0.39 0.27
O -1.58 1.01 3.20
C -0.44 1.64 3.05
H 0.09 1.92 4.00
H -0.49 2.60 2.48
*
```

=====

DFT (ωB97M-V/def2-TZVPD) results for an isolated ion of composition C2H7N4P and charge +2.

Summary:
Gap between HOMO and LUMO in eV: 10.2
SMILES: [NH3+]P1N=C[NH+]=CN1
E_HOMO in eV: -19.544
Energy relative to the best compared isomer or geometry (same formula, charge and spin) in eV: 0.0000

The geometry in ORCA input format:
```
! RIJCOSX wB97M-V def2-TZVPD def2/J DEFGRID3
* xyz 2 1
N 2.23 0.09 -0.46
P 1.02 0.06 1.01
N 0.17 1.31 0.31
C -1.06 1.36 0.07
N -1.91 0.26 0.20
C -1.41 -0.97 0.27
N -0.13 -1.22 0.46
H 1.97 0.93 -1.00
H 2.29 -0.72 -1.09
H 3.20 0.25 -0.12
H -1.51 2.27 -0.32
H -2.91 0.39 0.08
H -2.10 -1.80 0.12
H 0.14 -2.20 0.49
*
```

=====

DFT (ωB97M-V/def2-TZVPD) results for a 2-piece molecular cluster, C5H14NO overall.

Summary:
Gap between HOMO and LUMO in eV: 10.0
E_HOMO in eV: -13.094
Energy relative to the best compared isomer or geometry (same formula, charge and spin) in eV: 0.8544

The geometry in ORCA input format:
```
! RIJCOSX wB97M-V def2-TZVPD def2/J DEFGRID3
* xyz 1 1
C -0.29 0.71 1.38
C -0.02 1.40 0.08
C 1.07 0.80 -0.78
C 1.82 -0.27 -0.56
C 2.86 -0.81 -1.48
N -0.84 -0.68 1.14
H -1.03 1.20 2.01
H 0.58 0.62 2.03
H 0.28 2.45 0.26
H -0.94 1.44 -0.50
H 1.27 1.42 -1.65
H 1.74 -0.78 0.40
H 3.88 -0.53 -1.18
H 2.75 -0.43 -2.49
H 2.85 -1.90 -1.48
H -0.14 -1.26 0.68
H -1.71 -0.66 0.58
H -0.98 -1.13 2.04
H -3.52 -0.32 -0.82
H -4.29 -0.96 0.38
O -3.40 -0.72 0.05
*
```

=====

DFT (ωB97M-V/def2-TZVPD) results for C32H66IInNO22S as an isolated structure.

Summary:
Gap between HOMO and LUMO in eV: 6.0
E_HOMO in eV: -4.396

The geometry in ORCA input format:
```
! RIJCOSX wB97M-V def2-TZVPD def2/J DEFGRID3
* xyz -1 1
C 2.55 3.77 -7.11
N 2.19 3.11 -8.42
C 0.74 3.29 -8.80
In -0.76 2.52 -7.27
S -2.57 1.12 -8.29
C -1.60 4.39 -6.21
C -2.16 5.45 -7.36
O -1.62 6.68 -7.45
I -3.78 4.76 -8.72
H 2.57 4.94 -7.14
H 3.67 3.43 -6.86
H 1.91 3.44 -6.19
H 2.51 2.11 -8.48
H 0.49 4.42 -9.09
H 0.57 2.65 -9.79
H 0.12 1.52 -6.03
H -3.48 0.81 -7.24
H -2.39 4.13 -5.39
H -0.64 4.90 -5.73
C -2.20 -3.36 -2.22
C -0.94 -3.03 -2.99
O -1.06 -1.75 -3.62
C -0.89 -0.67 -2.81
O -0.64 -0.71 -1.61
O -1.06 0.45 -3.55
C -1.00 1.66 -2.79
H -3.09 -3.28 -2.86
H -2.15 -4.38 -1.81
H -2.36 -2.67 -1.38
H -0.80 -3.76 -3.79
H -0.05 -3.07 -2.35
H -0.08 1.71 -2.21
H -1.88 1.73 -2.14
H -1.01 2.50 -3.49
C 1.22 -0.88 0.12
C 2.40 -1.15 -0.80
O 3.52 -0.34 -0.45
C 4.23 -0.76 0.63
O 4.00 -1.75 1.30
O 5.23 0.13 0.85
C 6.00 -0.14 2.02
H 0.99 0.19 0.14
H 0.34 -1.43 -0.21
H 1.45 -1.17 1.15
H 2.12 -0.88 -1.83
H 2.67 -2.21 -0.81
H 6.38 -1.17 2.02
H 5.39 0.04 2.92
H 6.85 0.54 2.04
C 0.33 -0.27 3.72
C -0.91 0.48 3.28
O -2.07 -0.35 3.37
C -2.58 -0.52 4.61
O -2.14 -0.03 5.64
O -3.64 -1.36 4.53
C -4.21 -1.70 5.79
H 0.44 -1.21 3.16
H 1.23 0.34 3.56
H 0.28 -0.54 4.78
H -0.81 0.77 2.23
H -1.05 1.41 3.86
H -4.45 -0.80 6.37
H -3.52 -2.34 6.35
H -5.13 -2.26 5.61
C -8.38 -1.67 -5.64
C -8.02 -2.11 -4.23
O -6.60 -2.11 -4.04
C -6.04 -0.89 -3.83
O -6.63 0.18 -3.79
O -4.70 -1.06 -3.70
C -3.98 0.16 -3.58
H -7.85 -2.28 -6.38
H -9.46 -1.76 -5.81
H -8.09 -0.63 -5.81
H -8.36 -3.14 -4.08
H -8.52 -1.49 -3.47
H -4.38 0.78 -2.77
H -4.00 0.70 -4.52
H -2.94 -0.09 -3.34
C 6.65 -3.33 4.80
C 7.82 -3.60 3.87
O 8.95 -2.79 4.23
C 9.66 -3.21 5.31
O 9.42 -4.20 5.98
O 10.66 -2.32 5.53
C 11.42 -2.60 6.70
H 6.41 -2.26 4.82
H 5.76 -3.88 4.47
H 6.87 -3.63 5.83
H 7.55 -3.33 2.85
H 8.10 -4.66 3.87
H 11.80 -3.62 6.69
H 10.82 -2.41 7.59
H 12.28 -1.92 6.71
C -6.84 -1.75 0.51
C -8.08 -1.00 0.08
O -9.24 -1.83 0.16
C -9.75 -2.00 1.41
O -9.31 -1.51 2.44
O -10.81 -2.84 1.32
C -11.38 -3.18 2.59
H -6.74 -2.68 -0.05
H -5.94 -1.14 0.36
H -6.89 -2.02 1.57
H -7.98 -0.71 -0.98
H -8.22 -0.07 0.65
H -11.63 -2.28 3.17
H -10.69 -3.82 3.14
H -12.31 -3.74 2.40
C 6.05 6.61 4.86
C 5.13 5.54 4.32
O 5.88 4.42 3.82
C 6.36 3.57 4.77
O 6.21 3.68 5.98
O 7.07 2.60 4.14
C 7.71 1.70 5.03
H 6.80 6.89 4.10
H 5.48 7.50 5.15
H 6.61 6.26 5.73
H 4.56 5.94 3.47
H 4.40 5.21 5.07
H 7.01 1.27 5.75
H 8.53 2.20 5.55
H 8.14 0.88 4.44
*
```

=====

DFT (ωB97M-V/def2-TZVPD) results for one molecule with the formula C4H7NO.

Summary:
Gap between HOMO and LUMO in eV: 8.6
SMILES: CCC(N)=C=O
E_HOMO in eV: -7.787
Energy relative to the best compared isomer or geometry (same formula, charge and spin) in eV: 1.9780

The geometry in ORCA input format:
```
! RIJCOSX wB97M-V def2-TZVPD def2/J DEFGRID3
* xyz 0 1
C 0.60 0.55 1.44
C -0.63 0.13 0.64
C -0.31 -0.37 -0.74
N -0.11 0.59 -1.77
C -0.28 -1.67 -0.88
O -0.33 -2.82 -1.14
H 1.30 -0.28 1.52
H 0.32 0.86 2.44
H 1.11 1.38 0.96
H -1.07 -0.79 1.13
H -1.33 0.97 0.55
H 0.14 0.16 -2.65
H 0.58 1.29 -1.51
*
```

=====

DFT (ωB97M-V/def2-TZVPD) results for a 2-piece molecular cluster, C5H8N overall.

Summary:
Gap between HOMO and LUMO in eV: 11.9
E_HOMO in eV: -15.038
Energy relative to the best compared isomer or geometry (same formula, charge and spin) in eV: 5.7123

The geometry in ORCA input format:
```
! RIJCOSX wB97M-V def2-TZVPD def2/J DEFGRID3
* xyz 1 1
C 1.15 -1.57 1.56
C 1.99 -0.66 1.64
C -1.22 1.26 -0.14
C -0.33 -0.08 -1.59
C -1.13 -0.18 -0.40
N 0.15 0.65 -0.42
H 0.58 -2.39 1.96
H -1.04 -0.96 0.35
H 2.40 0.24 1.25
H -1.59 1.92 -0.94
H -1.38 1.63 0.80
H 0.29 -0.85 -1.81
H -0.75 0.49 -2.43
H 0.89 0.49 0.16
*
```

=====

DFT (ωB97M-V/def2-TZVPD) results for C2H6BFGaINO4 as an isolated structure.

Summary:
Gap between HOMO and LUMO in eV: 8.0
E_HOMO in eV: -4.856

The geometry in ORCA input format:
```
! RIJCOSX wB97M-V def2-TZVPD def2/J DEFGRID3
* xyz -1 1
C 2.98 -0.42 0.52
O 2.53 0.24 -0.66
B 1.23 0.68 -0.70
O 1.03 1.93 -1.28
Ga -0.47 -0.43 -0.10
F -0.09 -1.57 1.28
I -1.10 -1.88 -2.20
C -2.08 0.66 0.45
O -3.36 0.43 -0.19
N -3.90 -0.82 -0.06
O -3.53 -1.40 0.90
H 3.93 -0.91 0.29
H 2.26 -1.17 0.86
H 3.15 0.31 1.32
H 1.49 2.01 -2.13
H -2.20 0.64 1.54
H -1.87 1.70 0.18
*
```

=====

DFT (ωB97M-V/def2-TZVPD) results for a 3-piece molecular cluster, C28H31F5O14S overall.

Summary:
Gap between HOMO and LUMO in eV: 7.5
SMILES: C#CCCCCOC[C@H](OCCCOC(=O)CC)S(=O)(=O)C(F)(F)C(F)(F)F.O=C1C=C(O)C(=O)C=C1O.O=C1C=C(O)C(=O)C=C1O
E_HOMO in eV: -9.307

The geometry in ORCA input format:
```
! RIJCOSX wB97M-V def2-TZVPD def2/J DEFGRID3
* xyz 0 1
C -0.38 3.28 0.80
C 0.85 2.81 0.70
C 2.17 1.87 0.50
C 2.66 1.16 1.87
C 1.49 0.43 2.71
C 1.85 -1.09 3.17
O 1.07 -2.08 2.43
C -0.29 -2.18 2.91
C -1.41 -1.48 1.97
O -2.62 -2.31 2.08
C -3.71 -1.57 2.68
C -4.60 -0.95 1.47
C -6.11 -0.57 1.88
O -6.67 0.19 0.75
C -6.47 1.61 0.91
O -5.35 2.20 0.99
C -7.83 2.53 0.94
C -8.54 2.40 -0.51
S -0.99 -1.42 0.15
O -2.06 -0.52 -0.50
O 0.34 -0.79 -0.18
C -1.24 -3.11 -0.67
F -2.68 -3.24 -0.85
F -0.78 -4.20 0.15
C -0.58 -3.06 -2.15
F -1.18 -4.04 -3.02
F 0.83 -3.30 -2.01
F -0.73 -1.80 -2.82
H -1.52 3.48 0.95
H 3.01 2.61 0.16
H 2.02 1.15 -0.39
H 3.14 1.97 2.54
H 3.50 0.41 1.57
H 0.52 0.48 2.09
H 1.34 1.07 3.68
H 1.74 -1.17 4.32
H 2.97 -1.35 2.96
H -0.63 -3.27 3.16
H -0.34 -1.61 3.93
H -1.57 -0.40 2.32
H -3.38 -0.75 3.43
H -4.31 -2.34 3.32
H -4.07 -0.01 1.09
H -4.67 -1.77 0.64
H -6.74 -1.53 1.96
H -6.21 0.10 2.81
H -8.46 2.15 1.82
H -7.56 3.63 1.11
H -7.72 2.53 -1.32
H -9.38 3.18 -0.58
H -8.93 1.32 -0.61
O 0.35 4.06 -7.26
C 0.29 2.92 -6.81
C -0.06 2.64 -5.42
C -0.10 1.39 -4.97
O -0.43 1.11 -3.67
C 0.20 0.23 -5.86
O 0.17 -0.90 -5.41
C 0.53 0.51 -7.26
C 0.57 1.77 -7.71
O 0.87 2.04 -9.02
H -0.28 3.49 -4.78
H -0.39 0.14 -3.59
H 0.74 -0.34 -7.90
H 0.84 3.02 -9.09
O 5.13 -1.40 2.94
C 6.29 -1.17 2.64
C 7.29 -0.79 3.64
C 8.55 -0.52 3.27
O 9.50 -0.17 4.19
C 8.97 -0.61 1.84
O 10.13 -0.35 1.54
C 7.97 -1.02 0.85
C 6.72 -1.28 1.22
O 5.78 -1.67 0.30
H 6.97 -0.72 4.67
H 10.32 -0.03 3.67
H 8.30 -1.10 -0.18
H 4.95 -1.80 0.81
*
```

=====

DFT (ωB97M-V/def2-TZVPD) results for C4H11AlNO as an isolated structure.

Summary:
Gap between HOMO and LUMO in eV: 4.0
E_HOMO in eV: -22.418
Energy relative to the best compared isomer or geometry (same formula, charge and spin) in eV: 0.3975

The geometry in ORCA input format:
```
! RIJCOSX wB97M-V def2-TZVPD def2/J DEFGRID3
* xyz 3 1
Al 12.77 -20.35 -17.11
C 16.13 -17.98 -23.17
C 15.53 -18.86 -22.09
C 16.33 -20.20 -22.11
O 15.64 -21.10 -21.29
C 16.13 -22.46 -21.42
N 15.60 -18.20 -20.76
H 17.03 -17.47 -22.83
H 15.37 -17.26 -23.51
H 16.19 -18.56 -24.10
H 14.49 -18.99 -22.40
H 17.33 -20.13 -21.69
H 16.43 -20.60 -23.12
H 17.21 -22.42 -21.56
H 15.58 -22.99 -22.19
H 16.08 -23.23 -20.65
H 15.09 -17.35 -20.95
H 16.51 -17.85 -20.50
*
```

=====

DFT (ωB97M-V/def2-TZVPD) results for a 2-piece molecular cluster, C2H8NO2 overall.

Summary:
Gap between HOMO and LUMO in eV: 7.2
E_HOMO in eV: -2.889
Energy relative to the best compared isomer or geometry (same formula, charge and spin) in eV: 0.7595

The geometry in ORCA input format:
```
! RIJCOSX wB97M-V def2-TZVPD def2/J DEFGRID3
* xyz -1 1
C -0.23 -0.89 0.76
N 0.09 0.39 0.10
C 1.60 0.35 -0.38
O 2.42 0.23 0.65
H -0.17 -1.63 -0.03
H 0.64 -1.22 1.36
H -1.21 -0.94 1.24
H 0.16 1.01 0.91
H 1.56 -0.55 -1.04
H 1.66 1.23 -1.04
H -1.52 0.80 -0.51
H -2.54 0.18 -1.24
O -2.47 1.03 -0.78
*
```

=====

DFT (ωB97M-V/def2-TZVPD) results for C5H6 as an isolated structure.

Summary:
Gap between HOMO and LUMO (alpha / beta) in eV: 7.2 / 7.2
E_HOMO (alpha / beta) in eV: -7.576 / -7.577
Energy relative to the best compared isomer or geometry (same formula, charge and spin) in eV: 4.8672

The geometry in ORCA input format:
```
! RIJCOSX wB97M-V def2-TZVPD def2/J DEFGRID3
* xyz 0 1
C -0.98 -1.37 -1.59
C -0.56 -0.73 -0.54
C -0.46 -0.55 0.85
C 0.55 0.57 -0.32
C 0.02 0.85 1.06
H -0.34 -1.48 -2.47
H -0.15 -1.37 1.49
H 1.58 0.22 -0.34
H 0.31 1.26 -1.12
H 0.75 0.97 1.86
H -0.74 1.63 1.11
*
```

=====

Largest force on an atom / hartree/bohr: 0.0468, 0.0976, 0.0151, 0.0178, 0.1633, 0.0282, 0.1121, 0.0164, 0.1520, 0.0957, 0.0358, 0.0114